(1)
The following is a DFT calculation (wB97M-V/def2-TZVPD) of a molecular structure, C46H61HfN2O4Sb2Se4 at a distorted geometry.

Each line ends with the Mulliken charge.
CARTESIAN COORDINATES (ANGSTROEM)
Hf (-0.5704, -0.7541, 0.3985)  -0.25
C (3.4364, -0.6600, 2.8890)  -1.12
Sb (2.9519, -0.6221, 0.8048)  0.30
C (4.1859, -2.2933, 0.3170)  -1.40
C (4.6166, 0.7677, 0.3500)  -1.13
C (5.0018, 0.9640, -1.0745)  0.81
C (5.9464, 0.1114, -1.6412)  -0.43
C (6.3768, 0.2578, -2.9472)  -0.84
C (5.8725, 1.2956, -3.7160)  -0.80
C (4.9373, 2.1527, -3.1648)  -0.48
C (4.4729, 2.0000, -1.8604)  0.53
C (3.4089, 2.9197, -1.3629)  -1.24
Sb (1.3953, 2.0700, -1.5401)  0.31
C (1.7967, 1.3743, -3.5298)  -0.13
C (0.5794, 3.9746, -2.1063)  -1.64
H (2.7295, -0.0671, 3.4643)  0.12
H (4.4452, -0.2726, 3.0247)  0.52
H (3.3836, -1.6978, 3.2219)  0.41
H (5.1940, -2.0825, 0.6775)  0.38
H (4.2097, -2.4660, -0.7580)  0.31
H (3.7701, -3.1769, 0.8094)  0.42
H (5.4365, 0.2994, 0.8909)  0.94
H (4.3940, 1.7089, 0.8288)  -0.18
H (6.3545, -0.6842, -1.0311)  0.32
H (7.1082, -0.4259, -3.3555)  0.43
H (6.2043, 1.4385, -4.7348)  0.39
H (4.5388, 2.9638, -3.7615)  0.35
H (3.3757, 3.8235, -1.9681)  0.92
H (3.5594, 3.2092, -0.3263)  0.22
H (2.1004, 2.2115, -4.1561)  0.50
H (0.9190, 0.8986, -3.9497)  -0.67
H (2.6063, 0.6479, -3.4967)  0.24
H (1.0441, 4.3175, -3.0264)  0.49
H (0.7732, 4.6887, -1.3114)  0.50
H (-0.4933, 3.8942, -2.2375)  0.34
Se (-2.0279, -2.0761, 2.2081)  -0.37
Se (-0.0912, -1.6559, 3.4143)  0.07
Se (1.1113, -3.6231, 2.9556)  -0.38
Se (0.8862, -3.3438, 0.6647)  -0.29
C (1.4324, 3.9336, 1.7444)  -1.22
C (1.9502, 2.6071, 2.3150)  3.72
C (3.3414, 2.8620, 2.8827)  -2.73
C (0.9561, 2.0848, 3.3431)  -0.11
C (1.2264, 2.3302, 4.6868)  -0.25
C (0.2892, 2.0857, 5.6727)  -1.71
C (-0.9654, 1.6650, 5.2963)  -0.89
C (-1.2819, 1.3985, 3.9672)  1.49
C (-2.7423, 1.1258, 3.6763)  2.21
C (-3.5059, 2.4538, 3.7429)  -1.68
C (-3.3827, 0.1380, 4.6522)  -1.91
C (-0.2870, 1.5128, 2.9738)  -0.77
N (-0.5388, 1.1209, 1.6133)  1.37
C (-1.4474, 1.9980, 0.9897)  -1.26
C (-2.1559, 1.6620, -0.0970)  -0.47
N (-2.0065, 0.3902, -0.7026)  2.49
C (-3.1114, 0.0369, -1.5431)  -0.97
C (-4.3639, -0.3035, -1.0056)  0.86
C (-5.4159, -0.6147, -1.8607)  -0.38
C (-5.2601, -0.6120, -3.2317)  -1.43
C (-4.0259, -0.2844, -3.7587)  -0.82
C (-2.9532, 0.0444, -2.9373)  0.41
C (-1.6719, 0.5092, -3.5885)  3.13
C (-1.8214, 1.9849, -3.9668)  -1.66
C (-1.2906, -0.3126, -4.8202)  -2.00
C (-4.6349, -0.3861, 0.4747)  2.63
C (-5.1194, -1.7810, 0.8632)  -1.95
C (-5.6446, 0.6731, 0.9124)  -1.63
H (2.1286, 4.3439, 1.0111)  0.44
H (1.3263, 4.6632, 2.5496)  0.46
H (0.4690, 3.8148, 1.2646)  -0.06
H (2.0030, 1.8929, 1.4848)  -1.73
H (4.0211, 3.1814, 2.0935)  0.49
H (3.7643, 1.9896, 3.3725)  0.33
H (3.3207, 3.6790, 3.6035)  0.69
H (2.1867, 2.7278, 4.9733)  0.35
H (0.5268, 2.2615, 6.7131)  0.38
H (-1.7326, 1.5348, 6.0468)  0.29
H (-2.8252, 0.7233, 2.6653)  -0.89
H (-3.3526, 2.9299, 4.7110)  0.42
H (-4.5744, 2.2909, 3.6178)  0.43
H (-3.1787, 3.1465, 2.9697)  0.28
H (-3.6175, 0.6204, 5.6018)  0.53
H (-2.7430, -0.7192, 4.8528)  0.37
H (-4.3175, -0.2358, 4.2371)  0.25
H (-1.5945, 2.9852, 1.4188)  0.48
H (-2.8602, 2.3728, -0.5241)  0.42
H (-6.3744, -0.8774, -1.4334)  0.34
H (-6.0869, -0.8631, -3.8807)  0.37
H (-3.8919, -0.2690, -4.8301)  0.32
H (-0.8767, 0.4261, -2.8412)  -1.39
H (-2.5720, 2.0939, -4.7510)  0.44
H (-0.8838, 2.4023, -4.3338)  0.35
H (-2.1502, 2.5739, -3.1125)  0.20
H (-1.9212, -0.0583, -5.6726)  0.48
H (-1.3860, -1.3843, -4.6428)  0.46
H (-0.2612, -0.1117, -5.1181)  0.36
H (-3.6974, -0.1982, 1.0012)  -1.91
H (-6.1146, -1.9807, 0.4617)  0.42
H (-5.1689, -1.8754, 1.9473)  0.35
H (-4.4481, -2.5538, 0.4868)  0.44
H (-6.5836, 0.5698, 0.3675)  0.35
H (-5.2617, 1.6779, 0.7395)  0.33
H (-5.8655, 0.5726, 1.9742)  0.41
O (-1.4075, -2.2331, -1.0598)  -0.80
C (-0.3840, -2.1045, -1.7657)  0.28
O (0.4353, -1.1608, -1.4728)  0.60
C (-0.0877, -2.9970, -2.9034)  -0.45
C (-0.9907, -3.9933, -3.2409)  -0.37
C (-0.7514, -4.8377, -4.3274)  -1.37
C (0.4149, -4.6256, -5.0235)  1.06
O (0.8714, -5.3091, -6.1179)  -0.50
C (2.1467, -4.7445, -6.4229)  -0.27
O (2.3797, -3.6496, -5.5478)  -0.51
C (1.3173, -3.6314, -4.6785)  1.02
C (1.1029, -2.7920, -3.6202)  -0.87
H (-1.8835, -4.1028, -2.6434)  0.57
H (-1.4397, -5.6173, -4.6073)  0.43
H (2.1353, -4.3836, -7.4571)  0.25
H (2.9196, -5.5061, -6.2655)  0.25
H (1.7901, -2.0109, -3.3401)  0.50

Cartesian forces (eV/Å) of the 2 atoms listed first:
Hf 0.588 0.019 1.350
C 0.050 -0.140 0.034

* spin multiplicity: 1
* Kohn-Sham gap: 6.352 eV
* energy above the lowest of the compared OMol25 structures with the same formula, charge and spin: 0.0 kcal/mol
* electronic energy: -335636.7555 eV
* total charge: -1
* maximum force: 1.5 eV Å⁻¹

(2)
The following is a DFT calculation (wB97M-V/def2-TZVPD) of 4 unconnected molecules or ions with the total composition C46H61N2O10PS2 at a distorted geometry.

Each line ends with the Mulliken charge.
CARTESIAN COORDINATES (ANGSTROEM)
C (2.9649, 1.1660, 4.0993)  -0.68
C (2.3836, 2.4505, 4.2082)  -0.63
C (2.1577, 3.2394, 2.8837)  -0.28
C (0.7050, 3.1571, 2.3273)  0.20
C (0.2749, 4.1653, 1.5016)  0.75
P (1.2686, 5.6785, 1.0315)  -0.02
C (2.9932, 5.2489, 0.4483)  -0.83
O (0.5237, 6.2850, -0.3755)  -0.49
C (-1.1763, 4.0902, 0.8975)  -0.50
O (-1.8808, 5.0554, 0.7143)  -0.59
C (-1.6670, 2.6338, 0.5926)  0.87
C (-2.5444, 2.2842, -0.5097)  0.49
C (-3.0043, 3.4124, -1.4916)  -1.42
C (-4.4937, 3.8050, -1.1081)  -0.70
C (-3.0158, 0.8977, -0.7353)  0.15
N (-3.8852, 0.6401, -1.8546)  -0.35
C (-2.5473, -0.1715, 0.1758)  0.66
C (-3.0912, -1.5958, -0.1207)  -1.59
C (-2.4446, -2.2725, -1.4097)  -0.56
O (-1.2054, -1.6725, -1.8043)  -0.42
C (-1.6222, 0.1470, 1.2876)  0.17
C (-1.1020, -1.0001, 2.2186)  -1.42
C (0.3834, -1.3242, 1.6980)  0.60
C (0.7031, -2.8832, 1.6700)  -0.97
S (1.7782, -3.1785, 0.1783)  -0.06
C (3.2108, -2.0886, 0.2890)  0.02
S (3.7195, -1.5805, 1.7951)  -0.17
N (3.9797, -1.6432, -0.8459)  0.31
C (3.6684, -2.3847, -2.0717)  -0.46
C (4.7111, -3.2779, -2.5808)  -0.13
C (4.6004, -4.0615, -3.7994)  -0.57
C (3.3584, -3.9434, -4.5712)  0.05
C (2.2803, -3.0733, -4.0793)  -0.86
C (2.4367, -2.2851, -2.8468)  0.20
C (3.7928, -0.2250, -1.1423)  0.19
C (4.7669, 0.3711, -2.0812)  -0.50
C (4.7059, 1.7670, -2.4902)  -0.64
C (3.6152, 2.5989, -1.9628)  -0.70
C (2.6600, 2.0232, -1.0304)  -0.80
C (2.7471, 0.6328, -0.6036)  0.30
C (-1.2147, 1.5329, 1.4886)  0.68
C (-0.2811, 1.9851, 2.6595)  -0.39
O (-0.3752, 1.4635, 3.7510)  -0.49
H (4.0493, 1.0425, 3.8244)  0.21
H (2.3638, 0.2373, 4.3140)  0.13
H (2.1392, 2.8747, 5.2124)  0.42
H (2.4835, 4.3091, 3.0699)  0.45
H (2.8266, 2.7557, 2.1078)  -0.01
H (3.6954, 5.8932, 1.0548)  0.37
H (3.1477, 5.5851, -0.6177)  0.29
H (3.3132, 4.1961, 0.6243)  0.26
H (-0.1520, 6.9388, -0.1313)  0.35
H (-2.2850, 4.2633, -1.5026)  0.45
H (-3.0243, 2.9759, -2.5331)  0.45
H (-4.9770, 2.8958, -0.6507)  -0.01
H (-4.4419, 4.6399, -0.3643)  0.31
H (-5.0717, 4.1387, -2.0070)  0.30
H (-4.4865, 1.4339, -2.0740)  0.27
H (-4.5107, -0.1513, -1.6972)  0.33
H (-4.2022, -1.4874, -0.3062)  0.34
H (-2.9986, -2.3155, 0.7285)  0.39
H (-3.2050, -2.2805, -2.2413)  0.24
H (-2.2503, -3.3511, -1.1506)  0.35
H (-1.4716, -0.8521, -2.2634)  0.34
H (-1.7285, -1.9248, 2.1686)  0.61
H (-1.0461, -0.6977, 3.2914)  0.26
H (1.1172, -0.7366, 2.3027)  0.09
H (0.3926, -0.9963, 0.6190)  -0.15
H (-0.2420, -3.4896, 1.5861)  0.49
H (1.2281, -3.1588, 2.6220)  0.43
H (5.6731, -3.3404, -2.0060)  0.36
H (5.4394, -4.7012, -4.1530)  0.34
H (3.2534, -4.5171, -5.5202)  0.11
H (1.3408, -2.9959, -4.6795)  0.36
H (1.6066, -1.6191, -2.5130)  0.32
H (5.5883, -0.2770, -2.4728)  0.35
H (5.4926, 2.1246, -3.1881)  0.34
H (3.5680, 3.6556, -2.3164)  0.35
H (1.8551, 2.6971, -0.6405)  0.73
H (2.0078, 0.2486, 0.1298)  0.26
C (0.4616, 0.6560, 6.6753)  -0.04
C (-0.2034, 0.8302, 8.0244)  -0.85
O (0.5399, 0.1727, 9.0600)  -0.36
C (1.5607, 0.7373, 9.7287)  0.70
C (2.1847, 1.9955, 9.1785)  -0.85
O (2.0124, 0.1988, 10.7058)  -0.57
H (1.4528, 1.1136, 6.6556)  -0.01
H (-0.1425, 1.1084, 5.8876)  0.19
H (0.5966, -0.4040, 6.4512)  0.26
H (-0.3771, 1.8795, 8.2721)  0.41
H (-1.1837, 0.3514, 8.0065)  0.35
H (3.0004, 1.7263, 8.5067)  0.22
H (2.5832, 2.5724, 10.0126)  0.33
H (1.4794, 2.6451, 8.6642)  0.29
C (3.1152, -6.5806, -10.8470)  -0.97
C (3.2917, -5.5338, -9.7659)  -0.36
O (2.4399, -5.7986, -8.6448)  -0.36
C (2.7704, -6.6052, -7.6194)  0.83
C (3.9467, -7.5363, -7.7731)  -1.09
O (2.0859, -6.6313, -6.6297)  -0.55
H (3.4010, -7.5729, -10.4940)  0.27
H (3.7230, -6.3365, -11.7199)  0.36
H (2.0691, -6.6402, -11.1513)  0.30
H (4.3321, -5.4276, -9.4523)  0.32
H (2.9861, -4.5612, -10.1541)  0.32
H (3.6006, -8.4859, -8.1819)  0.29
H (4.3786, -7.7071, -6.7875)  0.31
H (4.7452, -7.1342, -8.3933)  0.35
C (-9.2897, 2.9662, 1.8083)  -0.98
C (-9.2036, 1.4618, 1.6505)  -0.41
O (-8.1079, 1.0918, 0.8037)  -0.39
C (-6.8502, 0.9045, 1.2376)  0.67
C (-6.4675, 1.4016, 2.6077)  -0.98
O (-6.0272, 0.4159, 0.5053)  -0.42
H (-8.3993, 3.3694, 2.2936)  0.27
H (-10.1617, 3.2398, 2.4045)  0.36
H (-9.3653, 3.4472, 0.8318)  0.30
H (-9.1514, 0.9429, 2.6095)  0.36
H (-10.1047, 1.1004, 1.1531)  0.32
H (-6.1026, 2.4262, 2.5276)  0.27
H (-5.6693, 0.7666, 2.9912)  0.28
H (-7.2765, 1.3510, 3.3332)  0.36

Cartesian forces (eV/Å) of the 2 atoms listed first:
C -0.456 0.559 0.353
C 0.658 -1.198 -0.968

* spin multiplicity: 1
* Kohn-Sham gap: 6.895 eV
* energy above the lowest of the compared OMol25 structures with the same formula, charge and spin: 133.7 kcal/mol
* electronic energy: -103098.1792 eV
* total charge: 0
* SMILES string: C=CCC1=C(P(C)O)C(=O)c2c(CC)c(N)c(CCO)c(CCCSC(=S)N(c3ccccc3)c3ccccc3)c2C1=O.CCOC(C)=O.CCOC(C)=O.CCOC(C)=O
* maximum force: 3.7 eV Å⁻¹